29
Properties=species:S:1:pos:R:3 method="wB97M-V/def2-TZVPD" max_force_ev_per_a=1.3 total_charge=-1 homo_lumo_gap_ev=6.156 e_homo_ha=-0.129
Au -1.11 -0.70 1.39
S -2.11 -2.74 0.52
S -2.25 -2.71 2.56
O -3.03 -1.48 2.84
O -1.52 0.84 -0.72
O 1.24 -0.55 -1.24
O -2.86 -3.92 3.05
O 0.33 1.29 1.61
O -0.84 -2.52 3.01
C 0.38 1.97 0.37
C 2.31 -0.56 -2.14
C -0.95 0.38 -1.93
C -1.04 2.04 -0.19
C 1.60 0.89 2.08
C -0.04 -0.84 -1.78
H 2.10 0.24 1.36
H -0.54 -1.53 -1.08
H 0.79 2.98 0.51
H -1.80 0.06 -2.55
H 2.32 -1.47 -2.74
H 3.22 -0.52 -1.53
H -0.43 1.20 -2.44
H 0.07 -1.33 -2.75
H -1.71 2.27 0.63
H 2.23 1.77 2.27
H 1.42 0.35 3.00
H -1.10 2.84 -0.95
H 2.30 0.31 -2.82
H 1.02 1.42 -0.33

---

17
Properties=species:S:1:pos:R:3 method="wB97M-V/def2-TZVPD" relative_energy_kj_mol=181.7 smiles="[H]/N=C(/CCS)NN=C" max_force_ev_per_a=1.5 homo_lumo_gap_ev=9.920 e_homo_ha=-0.334
S -3.29 -0.57 -0.04
N 0.20 2.18 -0.20
N 1.82 0.48 0.09
N 2.34 -0.74 0.36
C 1.94 -1.77 -0.27
C -0.59 -0.09 -0.23
C -1.93 0.57 0.15
C 0.49 0.93 -0.16
H 2.37 1.19 0.58
H -2.98 -1.41 0.98
H 1.13 -1.80 -1.00
H -0.35 -0.89 0.52
H 1.03 2.76 -0.17
H 2.50 -2.70 -0.11
H -2.09 1.48 -0.48
H -0.70 -0.59 -1.20
H -1.88 0.96 1.16

---

28
Properties=species:S:1:pos:R:3 method="wB97M-V/def2-TZVPD" relative_energy_kj_mol=381.9 max_force_ev_per_a=6.4 homo_lumo_gap_ev="8.162 / 6.890" e_homo_ha="-0.289 / -0.257"
S -0.52 0.92 0.33
O -0.52 0.59 1.78
O 2.44 -0.54 -1.28
N 2.25 0.76 0.63
N 1.21 -1.60 1.96
C -0.65 -0.55 -1.95
C -0.77 -0.63 -0.51
C -2.21 1.66 0.09
C 2.03 -0.41 -0.12
C 1.54 -1.55 0.65
C -1.71 -1.55 0.29
C 2.74 1.95 -0.03
H -2.89 0.74 0.28
H -1.90 -1.14 1.37
H -2.28 2.25 -0.71
H 3.10 1.51 -0.99
H -2.40 2.40 0.99
H 1.96 2.70 -0.07
H -0.74 -1.45 -2.48
H -2.73 -1.63 0.06
H 0.73 -0.70 2.24
H 1.99 0.95 1.66
H -1.45 0.11 -2.45
H 3.63 2.28 0.43
H 0.41 -0.22 -2.29
H 1.80 -2.57 0.14
H 0.74 -2.58 2.12
H -1.24 -2.50 0.43

---

110
Properties=species:S:1:pos:R:3 method="wB97M-V/def2-TZVPD" relative_energy_kj_mol=100.6 max_force_ev_per_a=3.2 total_charge=-1 homo_lumo_gap_ev=6.330 e_homo_ha=-0.179
Pb -0.42 0.15 2.53
Te 0.37 0.04 -2.84
Sb 0.73 -0.21 6.75
S -2.48 1.26 3.38
S -2.91 0.59 1.40
S 1.63 -0.89 4.78
S 1.21 -2.06 7.98
P -0.12 -0.96 -5.10
O 2.67 0.07 -0.12
O -3.29 0.82 -2.09
O -3.41 0.43 -4.28
O -0.83 -6.01 5.76
N 1.05 -4.74 5.34
N -1.99 3.10 -1.33
N -1.64 -2.11 3.30
N -0.67 -3.37 0.50
N 0.61 -3.95 -1.35
C -2.33 3.50 -2.59
C -0.09 -3.02 -0.76
C 4.64 2.25 -3.65
C 0.78 -7.22 0.49
C -3.58 -0.95 -3.99
C -2.53 -3.94 5.18
C 3.04 -0.74 0.71
C -3.02 4.41 -5.22
C -3.18 3.10 -4.86
C 2.56 -2.17 0.69
C -0.03 5.42 0.79
C -3.18 1.25 -3.21
C -1.20 -3.97 4.78
C 3.50 2.87 -4.08
C 1.06 -6.32 -0.53
C 0.53 -5.04 -0.45
C -0.37 4.56 -0.25
C 2.26 2.25 -3.96
C -2.90 -2.00 3.78
C 0.14 0.53 -6.10
C 2.19 0.96 -3.43
C -0.30 -5.04 5.32
C -2.24 5.18 1.75
C -2.61 4.44 0.63
C -0.52 -5.64 1.70
C -1.64 4.05 -0.32
C -0.23 -4.67 0.70
C -2.01 4.80 -3.07
C 3.85 -0.28 1.89
C 0.01 -6.91 1.64
C -0.96 5.69 1.80
C 4.29 -1.17 2.86
C 3.35 0.34 -2.98
C -3.16 5.47 2.90
C 4.86 -0.70 4.06
C 4.60 1.01 -3.12
C -3.40 -2.96 4.70
C 5.08 0.63 4.15
C 4.76 1.54 3.18
C -2.85 2.61 -3.59
C 4.17 1.09 2.04
C 1.56 -1.82 -5.31
C -2.44 5.26 -4.29
C -0.82 -3.01 3.84
C -4.04 4.02 0.40
H 5.09 -1.44 4.81
H 1.31 -3.77 5.52
H 0.32 4.17 -0.99
H -0.18 -2.08 -1.14
H -2.74 -1.34 -3.57
H -2.30 2.18 -1.03
H -0.11 -7.66 2.44
H -3.55 -1.18 3.39
H -2.30 6.28 -4.57
H 1.71 -2.48 -4.45
H -3.55 6.49 2.81
H -3.58 2.40 -5.58
H -2.96 -4.70 5.81
H -3.21 4.76 -6.25
H 3.64 3.84 -4.51
H -4.18 3.00 0.76
H -0.57 1.29 -5.99
H 5.60 2.73 -3.77
H 5.46 0.51 -2.76
H 3.76 1.68 1.29
H -1.25 -5.39 2.42
H 3.34 -0.66 -2.62
H -4.40 -2.90 5.12
H 5.43 1.01 5.08
H 3.99 -2.21 2.83
H -4.30 4.08 -0.71
H 1.53 -5.42 5.94
H 1.40 2.74 -4.35
H 0.96 5.88 0.85
H 0.06 0.23 -7.13
H 2.39 -1.11 -5.39
H -1.25 -2.75 1.07
H 3.06 -2.87 1.35
H -3.82 -1.36 -4.92
H 1.09 1.04 -5.87
H -0.65 6.33 2.66
H -4.27 -1.01 -3.16
H 0.18 -3.06 3.47
H 4.93 2.59 3.35
H -4.75 4.70 0.89
H -2.59 5.42 3.83
H 1.68 -6.61 -1.39
H 1.25 -8.18 0.43
H -3.96 4.74 3.01
H 1.57 -2.15 1.13
H -1.56 5.50 -2.39
H 2.58 -2.54 -0.33
H 1.60 -2.51 -6.18

---

74
Properties=species:S:1:pos:R:3 method="wB97M-V/def2-TZVPD" max_force_ev_per_a=4.0 total_charge=-1 homo_lumo_gap_ev=6.710 e_homo_ha=-0.169
I -6.61 -3.26 0.32
Nb -3.83 -2.61 0.06
O 2.13 -0.64 1.56
O -1.04 -4.86 1.27
O 1.14 0.75 0.15
O 2.62 4.33 1.95
O -2.27 -2.40 -2.90
O 2.92 1.93 -2.85
O -3.06 -3.97 -4.22
C -0.66 2.24 0.79
C 3.37 4.09 -1.88
C -3.45 0.37 -1.22
C 0.20 1.08 1.19
C 1.06 -4.31 0.29
C 3.07 3.34 2.89
C -2.41 0.55 -0.10
C 1.42 3.73 -3.42
C -3.43 -4.50 1.26
C -4.52 -0.73 -0.99
C 2.03 -0.16 0.50
C 2.85 3.33 -3.10
C 2.97 -0.65 -0.58
C -2.96 -3.33 -2.97
C 0.05 -3.93 1.38
C 3.79 4.02 4.04
C 3.97 2.34 2.18
C -2.13 -4.46 2.09
C -3.80 -3.90 -1.87
C -1.76 1.94 -0.25
H -0.36 0.22 1.54
H 3.44 1.87 1.35
H -3.37 -4.87 -1.60
H -4.80 -4.06 -2.26
H -1.08 2.74 1.66
H -1.45 2.11 -1.28
H 2.03 -4.47 0.75
H -3.46 -5.40 0.65
H -2.01 -3.46 2.52
H 2.35 1.74 -2.09
H -4.85 -1.05 -1.98
H 0.76 3.49 -2.59
H -2.85 0.48 0.90
H 2.18 2.84 3.26
H -3.79 -1.73 1.67
H -2.57 2.65 -0.07
H 3.98 -0.33 -0.35
H -2.91 0.27 -2.15
H -3.98 1.33 -1.28
H 4.85 2.83 1.76
H -2.68 -4.85 -4.11
H 2.71 -0.26 -1.56
H 3.49 3.53 -3.96
H -1.63 -0.19 -0.21
H 1.12 -3.49 -0.42
H 0.74 -5.21 -0.22
H 0.47 -4.05 2.38
H 2.77 3.86 -1.00
H 0.79 1.40 2.06
H -2.23 -5.15 2.94
H 4.30 1.56 2.87
H -4.25 -4.63 1.98
H -5.37 -0.30 -0.46
H 4.67 4.57 3.68
H 4.40 3.79 -1.66
H 2.89 -1.73 -0.56
H 4.13 3.28 4.78
H -2.08 -2.35 -0.24
H 1.06 3.17 -4.29
H 0.01 2.98 0.33
H 1.34 4.80 -3.64
H 3.35 5.17 -2.05
H 3.14 4.74 4.53
H -0.33 -2.93 1.19
H 3.40 4.78 1.61

---

9
Properties=species:S:1:pos:R:3 method="wB97M-V/def2-TZVPD" relative_energy_kj_mol=85.9 smiles=C[C@@H](F)C#N max_force_ev_per_a=6.2 homo_lumo_gap_ev=13.122 e_homo_ha=-0.453
F 0.45 -1.54 -0.52
N 2.64 0.96 0.16
C -1.00 0.20 -0.32
C 1.66 0.40 0.23
C 0.17 -0.46 0.32
H 0.17 -0.67 1.35
H -1.65 -0.52 -0.71
H -0.82 0.97 -0.94
H -1.62 0.66 0.44